Density functional theory data (ωB97M-V/def2-TZVPD) for a structure of composition C24H24BrN5Pr at a distorted geometry.

The total energy is -116814.37408 eV. The HOMO-LUMO gap (alpha / beta) is 0.277 / 0.300 Eh. As for the multiplicity: 3. For the LUMO energy (alpha / beta), the calculation gives -9.9 / -9.3 eV. The strongest force on any atom comes out at 3.17 eV Å⁻¹. The charge is +3.

CARTESIAN COORDINATES (ANGSTROEM)
Pr 0.5945 -0.1375 -0.4368
C -1.5782 2.5353 -1.1267
C -0.5179 2.4776 -2.2665
C -0.5081 1.1450 -3.0604
C -1.4832 0.7992 -4.0669
C -1.2862 -0.3903 -4.7429
C -0.1882 -1.1978 -4.4905
C 0.7487 -0.7556 -3.5962
N 0.5102 0.3194 -2.7919
N -1.3462 1.5227 0.0093
C -1.1101 2.2490 1.2628
C -0.8366 1.3018 2.3835
C -1.1511 1.6512 3.7000
C -0.9448 0.6989 4.6842
C -0.2334 -0.4913 4.3971
C 0.2526 -0.6327 3.1305
N -0.0467 0.2563 2.1117
C -2.5821 0.5876 0.1585
C -2.2008 -0.8646 0.3279
C -2.5737 -1.7001 1.3751
C -2.3415 -3.0647 1.2823
C -1.6696 -3.6434 0.1892
C -1.3249 -2.8090 -0.7881
N -1.4945 -1.4107 -0.6980
H -2.6303 2.4064 -1.4749
H -1.4749 3.5015 -0.6261
H 0.4957 2.7812 -1.8702
H -0.7134 3.3065 -2.9380
H -2.3388 1.4287 -4.3327
H -2.0525 -0.8066 -5.3941
H -0.0331 -2.1495 -5.0339
H 1.7122 -1.2228 -3.4761
H -2.0013 2.8888 1.4987
H -0.2969 2.9867 1.0968
H -1.5489 2.6513 3.9825
H -1.1838 1.0024 5.7461
H -0.0326 -1.3278 5.0919
H 0.9485 -1.4367 2.9085
H -3.1463 0.7649 -0.7353
H -3.1315 0.9784 1.0518
H -2.9495 -1.2620 2.3384
H -2.5953 -3.6441 2.1972
H -1.4967 -4.6913 0.1872
H -1.0747 -3.2185 -1.7786
Br 7.3090 -0.0857 -0.2799
C 5.5484 -0.2068 0.2450
C 4.7715 0.9303 0.4052
C 3.4117 0.7777 0.5818
N 2.8507 -0.4352 0.6320
C 3.5520 -1.5373 0.4982
C 4.9220 -1.4805 0.3691
H 5.2013 1.9229 0.3257
H 2.7558 1.6158 0.8829
H 3.0077 -2.5231 0.6327
H 5.5255 -2.3623 0.3209